Entry 1:
Entry from OMol25: C12H14BF4NOPS6W as an isolated structure in a non-equilibrium geometry (ωB97M-V with the def2-TZVPD basis set).

* energy relative to the best compared isomer or geometry (same formula, charge and spin): 6.8 kcal per mole
* LUMO energy (spin up / spin down): -4.56 / -5.69 eV
* DFT total energy: -3817.5445 hartree
* charge: +1
* 2S+1: 3

CARTESIAN COORDINATES (ANGSTROEM)
W -0.1727 -1.2195 1.6067
O 0.9258 -0.9420 3.5246
S 2.2526 -1.1791 2.7770
N 1.7786 -1.3325 1.3286
C -1.2313 2.1129 2.0486
P 0.0865 1.2183 1.1756
C 1.6246 1.9767 1.8091
C 0.0400 1.6991 -0.5743
C 1.0593 1.2596 -1.4188
C 1.0726 1.6375 -2.7482
C 0.0803 2.4715 -3.2416
C -0.9284 2.9134 -2.4066
C -0.9557 2.5242 -1.0786
H -2.2073 1.7569 1.7127
H -1.1499 3.1867 1.8675
H -1.1419 1.9231 3.1224
H 1.6200 3.0474 1.5913
H 2.4892 1.5370 1.3148
H 1.7046 1.8504 2.8895
H 1.8360 0.6001 -1.0445
H 1.8578 1.2823 -3.4006
H 0.0957 2.7744 -4.2761
H -1.7040 3.5578 -2.7894
H -1.7579 2.8692 -0.4446
C 1.8432 -3.4808 -0.5018
S 0.1060 -3.1243 -0.1813
C -0.3487 -2.1196 -1.5853
C -1.3514 -1.2086 -1.4016
S -2.0581 -0.9502 0.1816
S -1.8895 -0.3499 -2.8169
C -0.7583 -1.0946 -3.9433
S -0.5992 -0.6353 -5.4980
S 0.2653 -2.3304 -3.2040
H 2.2111 -4.0452 0.3505
H 2.4134 -2.5679 -0.6216
H 1.8987 -4.1096 -1.3890
F -1.5977 -0.8562 2.9640
B -1.8835 -2.4723 3.5721
F -3.1148 -2.7248 3.2101
F -0.8908 -3.0444 2.6938
F -1.5199 -2.4114 4.8257

Entry 2:
Entry from OMol25: C12H14BF5N6Tc as an isolated structure in a non-equilibrium geometry (ωB97M-V with the def2-TZVPD basis set).

* energy relative to the best compared isomer or geometry (same formula, charge and spin): 100.4 kcal per mole
* LUMO energy (spin up / spin down): -11.99 / -11.64 eV
* DFT total energy: -1398.3194 hartree
* charge: +2
* 2S+1: 4

CARTESIAN COORDINATES (ANGSTROEM)
H 1.3402 3.6853 0.0946
N 1.1011 1.8923 -1.1275
B 0.2646 0.5311 -3.3165
N 0.6567 1.7899 -2.4876
C 0.8655 2.9845 -3.0617
Tc 2.2133 0.5099 0.1018
H 0.8635 3.1107 -4.1385
C 1.2177 3.9068 -2.1017
H 1.5410 4.9128 -2.2876
C 1.2080 3.2362 -0.8883
H 0.5214 0.7198 -4.4919
C -2.4082 -2.8791 1.9204
H -2.0212 -3.4910 2.7259
H -1.5835 -2.3574 1.4285
H -2.8945 -3.5319 1.2045
N -1.3485 0.1739 -3.2293
N 1.1591 -0.6086 -2.7426
N -1.7478 0.0147 -1.9213
N 1.5683 -0.7747 -1.3786
C -2.4352 -0.0647 -4.0220
C 1.9058 -1.4464 -3.4743
H -2.4428 -0.0116 -5.1147
H 1.9067 -1.3799 -4.5552
C -3.5306 -0.4035 -3.1929
C 2.6581 -2.2615 -2.6398
C -3.0154 -0.3567 -1.8410
C 2.3437 -1.8962 -1.3369
H -4.5284 -0.6401 -3.4595
H 3.4117 -2.9640 -2.9340
H -3.4724 -0.5465 -0.9001
H 2.6800 -2.3418 -0.3987
H -3.0875 -2.1747 2.2917
F 2.6963 -1.1741 2.6970
C 2.1727 0.0184 2.2034
F 0.9076 0.2338 2.8080
C 3.1055 1.0911 2.7915
F 3.5256 0.7676 4.0382
F 4.2219 1.3233 2.0214
F 2.3001 2.1885 2.8596

Entry 3:
Entry from OMol25: C12H14BIrN9 as an isolated structure in a non-equilibrium geometry (ωB97M-V with the def2-TZVPD basis set).

* energy relative to the best compared isomer or geometry (same formula, charge and spin): 0.0 kcal per mole
* LUMO energy (spin up / spin down): -6.49 / -10.62 eV
* DFT total energy: -1086.8318 hartree
* charge: +2
* 2S+1: 6

CARTESIAN COORDINATES (ANGSTROEM)
H -3.0035 -1.8023 -1.2347
N -0.9148 -1.5217 -1.0958
B 1.6448 -1.9702 -0.8525
N 0.1838 -2.4118 -1.1961
C -0.2607 -3.5831 -1.6942
Ir -1.0889 0.4558 -1.0978
H 0.4269 -4.3863 -1.9098
C -1.6458 -3.5254 -1.8181
H -2.3071 -4.3026 -2.1548
C -2.0345 -2.2668 -1.3722
H 2.4664 -2.7790 -1.1728
C -0.9334 3.4097 3.5176
H -1.2158 4.1746 2.7865
H -0.2335 2.7020 3.0554
H -0.4518 3.8655 4.3907
N 1.7226 -1.7118 0.6806
N 1.8317 -0.5892 -1.5680
N 0.7833 -0.7776 1.1273
N 0.8667 0.4435 -1.4692
C 2.4658 -2.1180 1.7289
C 2.8347 -0.1644 -2.3601
H 3.2733 -2.8213 1.5927
H 3.6651 -0.8231 -2.5792
C 1.9937 -1.4476 2.8886
C 2.5984 1.1574 -2.7181
C 0.9527 -0.6237 2.4280
C 1.4166 1.5368 -2.0915
H 2.3294 -1.5261 3.9006
H 3.2031 1.8047 -3.3311
H 0.3074 0.0735 2.9574
H 0.8785 2.4757 -2.0484
H -1.8092 2.8993 3.8278
N -2.3321 1.6052 -0.3705
C -3.2146 2.3958 -0.3517
N -4.1292 3.1882 -0.7782
C -4.8109 4.0720 -0.0799
N -5.4592 4.8921 0.4628